No. 1
Density functional theory data (the ωB97M-V functional and the def2-TZVPD basis) for a 2-piece molecular cluster, C5H12N2 overall at a distorted geometry.

Geometry as XYZ:
```
19
Properties=species:S:1:pos:R:3:nbo_charge:R:1
H -3.401 0.199 2.128 0.318
N -2.682 -0.502 1.919 -0.629
C -1.677 -0.039 1.338 0.164
C -1.199 1.211 0.801 -0.709
H -0.937 -0.931 0.727 0.177
H -1.966 1.798 0.306 0.233
H -0.379 0.880 -0.017 0.240
H -0.605 1.793 1.502 0.233
C 0.277 -1.462 -0.136 -0.542
C 0.802 -0.313 -0.714 0.151
C 2.107 0.270 -0.230 -0.648
N 0.430 0.012 -2.041 -0.835
H -0.260 -2.165 -0.762 0.218
H 0.853 -1.957 0.634 0.222
H 2.090 1.360 -0.326 0.208
H 2.279 0.030 0.818 0.226
H 2.952 -0.105 -0.812 0.223
H 1.010 0.709 -2.487 0.372
H 0.305 -0.787 -2.649 0.379
```

SMILES string = [H]/N=C\C.C=C(C)N
HOMO energy = -7.35 eV
ΔE to the lowest compared entry with this formula, charge and spin = 3.559 eV
multiplicity = 1
frontier orbital gap = 0.2960 Eh
max |F| = 3.91 eV/Å

No. 2
Density functional theory data (the ωB97M-V functional and the def2-TZVPD basis) for C5H12N2 in the gas phase at a distorted geometry.

Geometry as XYZ:
```
19
Properties=species:S:1:pos:R:3:nbo_charge:R:1
C 0.370 -1.701 -2.122 -0.615
C 0.801 -0.259 -2.015 -0.389
C 0.435 0.494 -0.720 -0.404
C 0.811 -0.265 0.545 -0.248
N 0.402 0.410 1.788 -0.516
C -0.725 0.980 1.862 0.304
N -1.912 0.585 1.287 -0.823
H 0.869 -2.365 -1.423 0.206
H 0.557 -2.117 -3.111 0.214
H -0.714 -1.797 -2.009 0.196
H 0.329 0.298 -2.819 0.199
H 1.876 -0.147 -2.153 0.193
H 0.778 1.514 -0.841 0.214
H -0.659 0.512 -0.742 0.175
H 0.428 -1.289 0.507 0.179
H 1.902 -0.347 0.543 0.197
H -0.779 1.986 2.284 0.156
H -1.832 -0.254 0.733 0.375
H -2.538 1.255 0.866 0.387
```

SMILES string = CCCC/N=C\N
HOMO energy = -8.57 eV
ΔE to the lowest compared entry with this formula, charge and spin = 1.359 eV
multiplicity = 1
frontier orbital gap = 0.3489 Eh
max |F| = 2.15 eV/Å

No. 3
Density functional theory data (the ωB97M-V functional and the def2-TZVPD basis) for C5H12N2 in the gas phase at a distorted geometry.

Geometry as XYZ:
```
19
Properties=species:S:1:pos:R:3:nbo_charge:R:1
C 0.782 1.805 1.694 -0.609
C 0.898 1.479 0.204 -0.405
C -0.371 0.955 -0.440 -0.432
C -0.685 -0.526 -0.465 0.085
N -1.700 -0.867 -1.422 -0.889
C 0.041 -1.545 0.079 -0.052
N 0.255 -2.773 -0.636 -0.826
H 1.726 1.982 2.202 0.212
H 0.052 2.574 1.942 0.207
H 0.319 0.945 2.237 0.196
H 1.073 2.439 -0.321 0.204
H 1.746 0.804 0.039 0.206
H -0.549 1.211 -1.486 0.238
H -1.239 1.409 0.089 0.201
H -1.700 -1.669 -2.027 0.377
H -2.569 -0.878 -0.899 0.369
H 0.410 -1.647 1.097 0.191
H 0.366 -2.616 -1.627 0.361
H 1.145 -3.081 -0.260 0.367
```

SMILES string = CCC/C(N)=C/N
HOMO energy = -7.35 eV
ΔE to the lowest compared entry with this formula, charge and spin = 2.177 eV
multiplicity = 1
frontier orbital gap = 0.3077 Eh
max |F| = 2.62 eV/Å

No. 4
Density functional theory data (the ωB97M-V functional and the def2-TZVPD basis) for a 2-piece molecular cluster, C5H12N2 overall.

Geometry as XYZ:
```
19
Properties=species:S:1:pos:R:3:nbo_charge:R:1
H 0.059 -2.431 -0.910 0.329
N -0.029 -1.444 -0.677 -0.737
C 0.953 -0.957 -0.048 0.461
N 2.062 -1.647 0.356 -0.831
C 0.938 0.500 0.329 -0.462
C 1.820 1.314 -0.618 -0.595
H 2.858 -1.158 0.727 0.389
H 2.215 -2.582 0.019 0.388
H 1.291 0.611 1.356 0.204
H -0.089 0.857 0.265 0.239
H 2.856 0.980 -0.578 0.194
H 1.463 1.208 -1.639 0.216
H 1.789 2.366 -0.347 0.213
C -3.137 0.662 0.886 -0.406
C -2.924 0.132 -0.301 -0.389
H -2.438 0.534 1.698 0.184
H -4.018 1.243 1.111 0.186
H -3.629 0.261 -1.108 0.182
H -2.041 -0.449 -0.521 0.234
```

SMILES string = [H]/N=C(\N)CC.C=C
HOMO energy = -9.34 eV
ΔE to the lowest compared entry with this formula, charge and spin = 1.071 eV
multiplicity = 1
frontier orbital gap = 0.3767 Eh
max |F| = 0.86 eV/Å

No. 5
Density functional theory data (the ωB97M-V functional and the def2-TZVPD basis) for C5H12N2 in the gas phase at a distorted geometry.

Geometry as XYZ:
```
19
Properties=species:S:1:pos:R:3:nbo_charge:R:1
C -0.128 -2.758 1.704 -0.423
N -0.110 -1.304 1.776 -0.639
C 0.549 -0.665 0.642 -0.031
C 0.162 0.588 0.422 -0.206
C 0.744 1.471 -0.638 -0.457
C -0.042 1.492 -1.957 -0.212
N -1.432 1.954 -1.901 -0.802
H 0.900 -3.103 1.453 0.159
H -0.791 -3.080 0.907 0.194
H -0.564 -3.297 2.583 0.210
H 0.459 -1.060 2.581 0.357
H 1.430 -1.276 0.421 0.175
H -0.906 0.722 0.611 0.201
H 0.800 2.516 -0.304 0.205
H 1.741 0.989 -0.717 0.213
H 0.015 0.508 -2.437 0.190
H 0.490 2.196 -2.608 0.185
H -1.778 1.305 -1.182 0.336
H -1.539 2.801 -1.356 0.344
```

SMILES string = CN/C=C/CCN
HOMO energy = -8.86 eV
ΔE to the lowest compared entry with this formula, charge and spin = 2.315 eV
multiplicity = 1
frontier orbital gap = 0.3653 Eh
max |F| = 2.88 eV/Å

No. 6
Density functional theory data (the ωB97M-V functional and the def2-TZVPD basis) for C5H12N2 as an isolated structure at a distorted geometry.

Geometry as XYZ:
```
19
Properties=species:S:1:pos:R:3:nbo_charge:R:1
C 2.232 -0.329 0.209 -0.637
C 0.998 -1.284 -0.325 -0.277
C -1.467 -0.893 0.092 -0.240
C -2.517 0.309 -0.012 -0.686
C 0.655 1.950 0.058 -0.085
H 2.237 0.777 -0.170 0.226
H 3.248 -0.699 -0.498 0.191
H 2.317 -0.275 1.362 0.223
H 0.917 -2.424 -0.108 0.243
H 1.001 -0.952 -1.537 0.211
H -1.518 -1.431 1.343 0.232
H -1.516 -1.930 -0.938 0.195
H -2.415 1.321 -0.651 0.252
H -3.000 0.707 1.128 0.216
H -3.441 -0.032 -0.543 0.223
H 0.995 2.793 -0.358 0.178
H 1.227 1.835 1.136 0.167
N -0.039 -0.368 0.394 -0.355
N 0.085 0.927 -0.582 -0.278
```

HOMO energy = -9.02 eV
ΔE to the lowest compared entry with this formula, charge and spin = 9.456 eV
multiplicity = 1
frontier orbital gap = 0.3622 Eh
max |F| = 7.41 eV/Å

No. 7
Density functional theory data (the ωB97M-V functional and the def2-TZVPD basis) for C5H12N2 in the gas phase at a distorted geometry.

Geometry as XYZ:
```
19
Properties=species:S:1:pos:R:3:nbo_charge:R:1
C 0.644 -2.139 -0.793 -0.346
C -0.319 -1.405 -0.203 -0.134
C -0.658 0.930 -1.356 -0.627
C 1.243 0.930 0.197 -0.663
C -0.225 0.298 -0.072 0.090
N -1.152 -0.083 2.207 -0.658
N -1.194 0.587 0.977 -0.473
H 0.599 -3.221 -0.751 0.172
H 1.484 -1.670 -1.230 0.163
H -1.228 -1.795 0.339 0.180
H 0.086 0.489 -2.047 0.206
H -0.411 1.985 -1.388 0.210
H -1.570 0.592 -1.753 0.232
H 1.157 1.954 0.089 0.205
H 1.942 0.577 1.053 0.222
H 1.822 0.565 -0.679 0.209
H -1.777 -0.888 2.262 0.350
H -0.221 -0.367 2.443 0.330
H -0.933 1.496 1.138 0.330
```

HOMO energy (spin up / spin down) = -5.49 / -9.12 eV
ΔE to the lowest compared entry with this formula, charge and spin = 2.941 eV
multiplicity = 3
frontier orbital gap (spin up / spin down) = 0.2378 / 0.2576 Eh
max |F| = 11.04 eV/Å
<S²> = 2.0070